Entry 1:
DFT (the ωB97M-V functional and the def2-TZVPD basis) results for C27H48CoN6SSi as an isolated structure in a non-equilibrium geometry.

Properties
Electronic energy ... -94055.2862 eV
Highest occupied orbital energy (spin up / spin down) ... -0.20511 / -0.20822 Eh
E_LUMO (spin up / spin down) ... -0.0009 / -0.0009 Ha
2S+1 ... 4
Molecular weight ... 575.8 g/mol
Relative energy (zero: lowest compared OMol25 entry of this formula, charge and spin) ... 64.6 kcal/mol
Total charge ... 0

Positions of all 84 atoms, in Å:
Co  -0.131  0.606  1.238
C  -1.128  -2.813  1.391
C  -2.214  -1.721  1.348
N  -1.861  -0.497  2.079
C  -2.968  0.471  2.021
C  -2.640  1.816  2.673
N  -0.537  2.742  1.613
C  0.299  3.591  2.456
C  0.802  2.887  3.720
C  1.924  1.894  3.426
N  1.406  0.635  2.912
C  2.462  -0.308  2.574
C  1.859  -1.498  1.838
N  1.216  -1.003  0.626
C  -0.135  -3.061  0.222
H  -1.661  -3.766  1.472
H  -0.588  -2.703  2.333
H  -3.128  -2.148  1.796
H  -2.451  -1.438  0.324
H  -1.718  -0.754  3.056
H  -3.861  0.045  2.503
H  -3.179  0.647  0.965
H  -1.997  1.645  3.542
H  -3.578  2.239  3.043
H  -0.364  3.000  0.642
H  -0.257  4.492  2.764
H  1.163  3.928  1.878
H  -0.026  2.365  4.201
H  1.174  3.639  4.418
H  2.526  1.735  4.340
H  2.584  2.317  2.662
H  0.835  0.210  3.641
H  3.011  -0.653  3.466
H  3.171  0.208  1.918
H  1.107  -1.958  2.482
H  2.632  -2.244  1.647
H  1.862  -0.373  0.141
H  0.522  -3.864  0.570
H  -0.718  -3.466  -0.605
C  -3.656  2.529  -3.784
Si  -1.777  2.826  -3.506
C  -0.855  1.578  -4.609
C  -1.385  4.566  -4.196
C  -1.550  2.648  -1.645
C  -2.442  3.360  -0.783
C  -2.709  3.354  0.556
C  -1.978  2.941  1.816
N  -1.415  0.861  -0.085
C  -1.017  1.479  -1.070
S  0.517  0.494  -1.910
H  -3.911  2.452  -4.836
H  -4.247  3.336  -3.362
H  -3.976  1.611  -3.299
H  -1.077  1.765  -5.656
H  -1.146  0.558  -4.387
H  0.220  1.642  -4.479
H  -1.659  4.621  -5.245
H  -0.330  4.808  -4.128
H  -1.935  5.345  -3.680
H  -3.095  4.036  -1.330
H  -3.584  3.937  0.830
H  -2.085  3.822  2.479
C  3.756  -4.944  -1.417
N  4.013  -3.877  -0.480
C  3.908  -4.310  0.890
C  3.387  -2.602  -0.826
C  1.913  -2.567  -1.225
C  1.628  -2.982  -2.471
C  0.346  -2.816  -3.102
C  -0.485  -1.896  -2.607
C  -0.124  -1.156  -1.381
C  0.768  -1.951  -0.396
H  4.385  -5.796  -1.159
H  4.035  -4.616  -2.417
H  2.704  -5.266  -1.426
H  4.518  -5.204  1.015
H  2.882  -4.548  1.216
H  4.333  -3.543  1.538
H  3.942  -2.252  -1.705
H  3.614  -1.901  -0.026
H  2.413  -3.376  -3.103
H  0.147  -3.345  -4.023
H  -1.398  -1.602  -3.109
H  -1.011  -0.863  -0.812

***

Entry 2:
DFT (the ωB97M-V functional and the def2-TZVPD basis) results for a 2-piece molecular cluster, C27H48N4O5S3Si2 overall in a non-equilibrium geometry.

Properties
Electronic energy ... -93212.7855 eV
Highest occupied orbital energy ... -0.19843 Eh
E_LUMO ... -0.1282 Ha
Molecular weight ... 661.1 g/mol
Total charge ... 0

Positions of all 89 atoms, in Å:
C  10.860  -1.805  1.252
O  11.265  -1.262  -0.053
C  10.432  -0.126  -0.475
C  9.451  -0.633  -1.697
C  7.874  -0.228  -1.506
C  7.488  1.298  -1.971
C  5.885  1.468  -2.415
C  4.925  0.448  -1.533
C  3.372  0.967  -1.369
C  2.537  1.669  -2.603
N  1.085  2.139  -2.448
C  0.280  1.968  -1.144
C  -1.283  2.505  -1.210
C  -2.082  2.024  -2.584
C  -2.801  0.552  -2.337
S  -1.951  -0.692  -3.508
C  -1.006  -1.969  -2.513
S  0.700  -1.741  -2.308
N  -1.585  -3.207  -1.862
C  -1.939  -3.450  -0.380
C  -2.517  -4.975  -0.194
N  -2.453  -5.623  -1.579
C  -1.916  -4.542  -2.493
C  0.966  1.289  0.221
C  0.116  1.142  1.642
S  0.990  2.014  3.097
O  2.204  2.870  2.652
O  1.584  0.861  3.996
C  2.546  0.763  0.071
C  3.299  0.028  1.371
O  4.312  0.682  1.993
O  2.794  -1.300  1.752
H  11.763  -1.796  2.011
H  10.546  -2.935  1.109
H  9.951  -1.268  1.756
H  9.867  0.427  0.388
H  11.166  0.680  -0.960
H  9.785  -0.269  -2.765
H  9.493  -1.825  -1.670
H  7.218  -1.071  -2.022
H  7.614  -0.300  -0.347
H  7.665  2.055  -1.067
H  8.157  1.611  -2.892
H  5.731  1.384  -3.574
H  5.598  2.572  -2.066
H  5.388  0.453  -0.432
H  4.998  -0.657  -1.977
H  3.115  1.791  -3.639
H  0.671  2.597  -3.311
H  -1.326  3.690  -1.080
H  -1.942  2.084  -0.309
H  -1.384  1.896  -3.515
H  -2.909  2.847  -2.828
H  -2.626  0.193  -1.214
H  -3.935  0.642  -2.615
H  -1.769  -2.580  0.416
H  -2.884  -5.415  0.834
H  -1.734  -4.749  -3.650
H  -0.956  1.652  1.588
H  -0.047  -0.003  1.880
H  0.081  2.803  3.822
H  1.818  -1.307  1.453
C  -4.294  2.003  2.579
Si  -5.982  1.174  2.373
C  -7.146  2.492  1.719
C  -6.543  0.664  4.089
N  -5.817  -0.180  1.287
Si  -7.198  -1.166  0.881
C  -8.548  -0.203  0.004
C  -7.939  -2.030  2.372
C  -6.651  -2.530  -0.311
H  -4.381  2.863  3.256
H  -3.567  1.304  3.004
H  -3.917  2.362  1.618
H  -7.058  3.403  2.319
H  -8.188  2.172  1.769
H  -6.907  2.748  0.682
H  -5.940  -0.167  4.466
H  -7.594  0.368  4.101
H  -6.434  1.503  4.785
H  -9.076  0.468  0.684
H  -9.289  -0.891  -0.414
H  -8.134  0.387  -0.820
H  -7.164  -2.530  2.960
H  -8.659  -2.789  2.047
H  -8.477  -1.333  3.020
H  -5.889  -3.166  0.149
H  -6.242  -2.101  -1.233
H  -7.508  -3.157  -0.575

***

Entry 3:
DFT (the ωB97M-V functional and the def2-TZVPD basis) results for a 3-piece molecular cluster, C27H49BrF6N2O11P2 overall in a non-equilibrium geometry.

Properties
Electronic energy ... -159222.1859 eV
Highest occupied orbital energy ... -0.30975 Eh
E_LUMO ... 0.0154 Ha
Molecular weight ... 833.5 g/mol
Total charge ... 0
SMILES ... C=C[C@@](C[C@@H](O)CN)(CN(CCCCCCCCOC(C)=O)PP(=O)(O)O)O[C@H](C)Br.CCOC(=O)C(F)(F)F.CCOC(=O)C(F)(F)F

Positions of all 98 atoms, in Å:
C  -4.563  4.492  3.025
C  -5.573  3.884  2.372
C  -6.330  2.678  2.865
C  -7.366  2.116  1.849
C  -7.363  2.608  0.407
O  -7.779  3.967  0.318
C  -6.069  2.367  -0.404
N  -6.022  3.347  -1.525
C  -5.303  1.541  3.206
N  -4.202  1.381  2.246
C  -4.483  0.170  1.408
C  -3.445  -0.068  0.292
C  -2.743  -1.411  0.487
C  -1.611  -1.660  -0.513
C  -0.611  -2.701  -0.002
C  0.100  -3.450  -1.142
C  1.440  -2.801  -1.544
C  1.608  -2.587  -3.057
O  2.831  -3.230  -3.482
C  3.555  -2.541  -4.391
C  5.043  -2.692  -4.214
O  3.072  -1.863  -5.278
P  -2.755  0.927  3.132
P  -2.065  2.604  4.338
O  -1.573  3.752  3.565
O  -3.149  2.966  5.457
O  -0.831  1.970  5.144
O  -6.993  2.828  4.145
C  -7.435  4.067  4.558
C  -8.114  3.851  5.902
Br  -8.739  4.921  3.363
H  -3.811  5.002  2.441
H  -4.530  4.492  4.105
H  -5.817  4.298  1.403
H  -8.349  2.336  2.258
H  -7.318  1.029  1.818
H  -8.129  2.025  -0.110
H  -8.376  4.025  -0.424
H  -6.115  1.396  -0.892
H  -5.167  2.474  0.193
H  -5.375  2.991  -2.218
H  -5.608  4.195  -1.160
H  -4.938  1.788  4.203
H  -5.863  0.613  3.330
H  -4.503  -0.694  2.083
H  -5.473  0.240  0.973
H  -3.972  -0.148  -0.656
H  -2.727  0.747  0.283
H  -3.465  -2.225  0.409
H  -2.330  -1.491  1.495
H  -2.030  -2.044  -1.441
H  -1.076  -0.723  -0.672
H  -1.084  -3.431  0.655
H  0.178  -2.226  0.580
H  0.306  -4.480  -0.861
H  -0.532  -3.477  -2.029
H  2.281  -3.426  -1.254
H  1.569  -1.823  -1.083
H  0.790  -3.024  -3.624
H  1.647  -1.526  -3.279
H  5.486  -3.034  -5.142
H  5.468  -1.724  -3.967
H  5.264  -3.414  -3.433
H  -1.708  0.888  2.194
H  -2.910  3.851  5.769
H  -1.122  1.292  5.768
H  -6.623  4.771  4.717
H  -7.346  3.580  6.626
H  -8.782  2.998  5.819
H  -8.653  4.734  6.220
C  10.682  -0.215  -5.321
C  10.459  -1.466  -6.143
O  10.462  -2.653  -5.324
C  9.370  -2.875  -4.615
O  8.383  -2.204  -4.588
C  9.523  -4.182  -3.819
F  10.683  -4.215  -3.161
F  9.480  -5.232  -4.642
F  8.541  -4.306  -2.934
H  11.606  -0.297  -4.748
H  10.745  0.656  -5.972
H  9.869  -0.056  -4.614
H  11.275  -1.603  -6.848
H  9.533  -1.417  -6.715
C  7.403  -1.228  -0.424
C  6.223  -2.131  -0.710
O  5.391  -2.314  0.455
C  4.595  -1.305  0.768
O  4.490  -0.267  0.189
C  3.750  -1.680  1.999
F  4.502  -2.173  2.984
F  2.855  -2.610  1.652
F  3.098  -0.628  2.470
H  7.982  -1.614  0.416
H  8.048  -1.167  -1.300
H  7.079  -0.222  -0.165
H  6.568  -3.128  -0.975
H  5.619  -1.760  -1.537